[1]
This record from the Open Molecules 2025 dataset describes C30H20Cl5IrN5O4S2 as an isolated structure. The level of theory is ωB97M-V with the def2-TZVPD basis set.

Geometry as XYZ:
```
67
Properties=species:S:1:pos:R:3:forces:R:3
Ir 1.77760 1.76069 1.27623 0.066 0.049 -0.271
Cl 0.14189 3.32139 3.86972 -0.002 0.008 0.007
C 0.14161 4.08804 2.31521 -0.009 -0.018 0.019
C 0.75734 3.49325 1.19577 -0.001 0.049 0.106
C 0.61966 4.21879 -0.00206 0.050 -0.048 -0.096
Cl 1.25334 3.60537 -1.48830 -0.002 0.044 -0.004
C -0.04060 5.44649 -0.07898 -0.015 0.027 -0.025
Cl -0.15762 6.29329 -1.57575 0.004 -0.017 0.013
C -0.62086 6.00171 1.05182 0.016 -0.053 0.037
Cl -1.43949 7.51485 0.96843 0.002 0.000 -0.004
C -0.53325 5.30838 2.25180 -0.012 0.049 -0.036
Cl -1.27360 5.98917 3.65528 0.008 -0.015 0.002
C -1.56184 1.42890 0.73904 -0.001 -0.032 -0.008
C -0.98314 0.59247 1.84064 -0.052 0.031 -0.011
C -1.83879 -0.34109 2.47786 -0.050 0.045 0.044
C -1.42072 -1.03047 3.56769 -0.028 0.014 -0.015
C -0.14344 -0.77014 4.11125 0.011 -0.017 0.007
C 0.31039 -1.38546 5.29884 -0.032 0.005 -0.032
C 1.52766 -1.04134 5.81279 0.034 0.022 0.022
C 2.32116 -0.07583 5.17261 0.031 -0.013 0.036
C 1.92708 0.52227 3.99689 0.060 0.008 0.018
S 2.94154 1.72553 3.22135 -0.097 0.032 -0.003
C 0.67435 0.15345 3.43596 -0.038 -0.004 0.011
N 0.26267 0.76042 2.25909 0.106 -0.143 0.159
H -2.55603 1.06567 0.49064 0.012 -0.024 -0.031
H -0.93614 1.42202 -0.14906 0.032 0.023 -0.006
H -1.64306 2.46273 1.07874 -0.028 -0.016 0.033
H -2.81926 -0.49560 2.05240 0.034 0.003 0.015
H -2.06525 -1.75759 4.04751 0.004 -0.001 0.003
H -0.32597 -2.11108 5.78985 -0.001 0.001 -0.007
H 1.88273 -1.49645 6.72882 0.002 0.000 -0.007
H 3.26924 0.21423 5.60851 -0.005 0.003 -0.004
C -3.10515 -6.75311 -4.37791 -0.007 -0.011 -0.005
C -2.87721 -5.45149 -3.65958 0.001 0.014 -0.003
C -2.58345 -5.42764 -2.29795 0.002 0.000 0.010
C -2.34903 -4.23214 -1.64010 0.002 -0.009 -0.003
C -2.41471 -3.04341 -2.35090 0.020 0.005 0.003
C -2.71355 -3.03969 -3.70433 -0.042 0.003 0.021
C -2.94220 -4.24461 -4.35010 -0.003 -0.007 -0.004
S -2.10870 -1.51853 -1.51008 0.062 -0.015 -0.047
O -2.52152 -0.46629 -2.40021 0.020 -0.018 -0.005
O -2.68020 -1.58822 -0.19111 -0.030 0.001 -0.017
N -0.49210 -1.57693 -1.29984 -0.020 -0.001 -0.039
C 0.36749 -1.34856 -2.47392 0.015 -0.022 0.062
C 0.72163 0.12150 -2.69126 -0.037 -0.020 -0.013
C 1.66101 0.57361 -1.58174 0.135 -0.191 0.103
O 2.85666 0.65585 -1.76863 -0.034 0.099 0.006
O 1.03680 0.73912 -0.44010 -0.152 0.292 -0.097
H -3.23404 -7.57566 -3.67554 0.001 0.003 0.002
H -2.25602 -6.99232 -5.02121 0.001 0.000 0.002
H -3.99133 -6.70315 -5.01163 0.003 0.006 0.000
H -2.53951 -6.35921 -1.74635 0.004 0.002 -0.003
H -2.12264 -4.21074 -0.58207 0.006 0.000 -0.006
H -2.77785 -2.09686 -4.23083 0.007 -0.004 0.002
H -3.17917 -4.24636 -5.40771 0.003 -0.004 0.002
H -0.21339 -0.99600 -0.50796 0.009 0.011 0.019
H -0.12314 -1.77468 -3.35014 -0.063 0.047 0.012
H 1.28235 -1.92236 -2.31296 -0.011 -0.017 -0.035
H -0.18822 0.72249 -2.68840 -0.014 -0.001 -0.039
H 1.23325 0.23246 -3.64634 0.031 -0.004 0.019
N 3.39403 2.58574 0.38689 0.012 -0.431 0.054
C 4.36949 2.78163 -0.19716 -0.005 0.272 0.034
C 5.53910 3.07765 -0.88245 -0.021 -0.019 0.013
C 6.42884 2.03769 -1.24103 0.006 0.021 -0.011
N 7.17177 1.20212 -1.52977 -0.006 0.009 0.007
C 5.83239 4.42592 -1.19275 0.000 -0.010 -0.021
N 6.06914 5.52820 -1.44545 0.004 -0.015 0.011
```
Positions in Å, forces in eV/Å.

Computed properties:
LUMO energy	0.05392	hartree
highest occupied orbital energy	-5.02	eV
energy above the lowest of the compared OMol25 structures with the same formula, charge and spin	26.0	kJ/mol
Kohn-Sham gap	6.488	eV
largest force on an atom	0.4	eV/Å
total charge	-1



[2]
This record from the Open Molecules 2025 dataset describes a 14-piece molecular cluster, C22H31Cl40FO2 overall at a distorted geometry. The level of theory is ωB97M-V with the def2-TZVPD basis set.

Geometry as XYZ:
```
96
Properties=species:S:1:pos:R:3:forces:R:3
C 1.68597 1.27177 -4.01443 0.139 0.390 -0.059
O 0.37914 1.74696 -4.23489 -0.242 -0.070 -0.248
C -0.64832 0.82141 -3.91121 0.570 0.073 -0.069
C -1.15132 0.92429 -2.48361 0.242 -0.356 -0.297
O -0.18986 0.37937 -1.57592 -0.159 0.160 -0.208
C -0.37345 -1.02097 -1.39057 -0.162 0.028 0.303
C 0.92064 -1.78882 -1.38317 -0.013 0.353 0.075
C 1.84452 -1.69206 -0.17181 0.323 -0.063 -0.670
C 2.84628 -0.54140 -0.19713 -0.363 -0.400 0.156
Cl 0.93400 -1.73603 1.36643 0.076 -0.089 0.167
C -1.54531 2.32583 -2.11579 0.071 -0.253 1.020
C -0.40839 3.29359 -1.98188 0.083 0.383 -0.680
F -2.20142 2.22694 -0.86633 -0.058 0.021 -0.095
H 1.86413 0.32344 -4.51603 -0.071 -0.329 0.001
H 2.36608 1.99524 -4.44789 0.101 0.218 -0.152
H 1.92639 1.20315 -2.95947 -0.043 -0.215 0.326
H -1.44733 0.96768 -4.62913 -0.278 0.171 -0.077
H -0.26108 -0.18378 -4.06283 -0.040 -0.361 -0.053
H -2.06374 0.33567 -2.43607 -0.289 -0.217 0.111
H -0.93104 -1.18502 -0.47268 -0.106 0.001 0.279
H -0.97539 -1.44894 -2.18440 -0.194 0.064 -0.386
H 1.46910 -1.45197 -2.25715 0.349 -0.036 -0.196
H 0.68969 -2.83215 -1.55259 -0.220 -0.329 0.044
H 2.42478 -2.60186 -0.18454 0.077 -0.388 0.183
H 2.96299 -0.16878 -1.20540 -0.070 0.270 -0.200
H 2.51629 0.22752 0.48164 0.073 0.499 -0.011
H 3.79897 -0.93404 0.12369 0.247 0.257 0.119
H -2.30095 2.65939 -2.81960 -0.135 0.166 -0.174
H 0.54571 2.80659 -1.83771 0.140 -0.133 0.360
H -0.60159 4.01794 -1.20991 -0.107 0.128 0.493
H -0.32110 3.85339 -2.90441 0.020 0.030 -0.127
C -2.12082 -0.12538 3.82833 0.009 0.038 -0.154
Cl -1.59337 0.40123 2.23406 -0.122 0.024 0.034
Cl -0.96895 0.35445 5.07139 -0.078 0.132 0.043
Cl -3.72881 0.51661 4.17087 -0.106 -0.018 0.106
H -2.17795 -1.20598 3.82980 -0.044 -0.023 0.027
C -5.14563 3.68977 2.11013 -0.066 -0.012 0.019
Cl -4.98548 3.80659 0.35646 0.027 0.008 -0.024
Cl -5.08778 5.28904 2.84964 0.021 -0.007 0.003
Cl -6.63301 2.84907 2.55367 0.052 -0.017 -0.024
H -4.30819 3.11371 2.48196 0.016 -0.030 -0.002
C -0.98713 -2.68334 7.73973 -0.072 0.022 -0.075
Cl -0.86772 -2.97467 6.00601 0.031 -0.197 -0.008
Cl -2.66307 -2.75988 8.28171 0.014 0.028 0.022
Cl 0.01489 -3.82203 8.64277 0.031 -0.016 0.046
H -0.61839 -1.68655 7.94455 -0.045 -0.091 -0.102
C -0.44326 -0.45115 10.95920 -0.052 0.015 0.060
Cl 0.14544 0.11871 9.39064 0.085 0.154 0.060
Cl 0.68068 -0.00825 12.24072 0.002 -0.019 -0.019
Cl -2.05524 0.17827 11.28372 0.010 -0.021 -0.017
H -0.50306 -1.53113 10.91954 0.007 -0.026 -0.020
C -0.05961 1.37634 -8.06064 -0.096 -0.004 0.022
Cl -1.63740 1.93879 -7.51191 0.015 0.009 0.000
Cl 0.41854 -0.08571 -7.19784 0.012 -0.101 -0.019
Cl -0.06918 1.08927 -9.80167 0.011 -0.003 -0.001
H 0.66763 2.14693 -7.84559 0.018 0.017 0.016
C -7.30271 1.92074 -2.18228 -0.064 -0.050 0.002
Cl -8.87820 2.66041 -1.90285 0.021 0.009 0.004
Cl -7.23681 0.30107 -1.48919 0.022 0.014 0.008
Cl -6.92353 1.88194 -3.90639 0.024 0.009 -0.008
H -6.55631 2.52566 -1.68814 0.030 0.023 0.046
C 1.59122 6.73075 -3.16199 0.013 -0.040 0.050
Cl 1.48425 5.27261 -4.15170 0.083 0.095 -0.093
Cl 0.09571 7.00549 -2.26828 0.004 -0.006 -0.029
Cl 2.96879 6.63997 -2.06456 -0.002 0.004 -0.010
H 1.74240 7.57275 -3.82254 0.015 0.020 -0.020
C -1.45219 -3.03055 -9.07301 -0.018 -0.023 -0.022
Cl -1.54459 -3.57470 -10.74795 0.012 0.023 0.013
Cl -3.02963 -3.15651 -8.28394 0.048 0.137 0.001
Cl -0.22595 -3.93375 -8.18229 0.158 0.216 0.028
H -1.16096 -1.98844 -9.07415 -0.001 0.028 0.015
C 6.38742 -2.67066 1.84874 -0.027 0.076 -0.048
Cl 7.32280 -1.27617 2.38575 0.003 -0.014 0.010
Cl 4.65825 -2.36522 2.01326 0.066 -0.171 0.235
Cl 6.78899 -3.09172 0.18209 0.004 -0.017 0.002
H 6.64395 -3.51087 2.47850 0.009 -0.025 0.011
C 1.99629 -7.47246 8.13868 -0.062 -0.046 -0.009
Cl 2.99888 -8.91994 8.03656 0.010 0.018 0.001
Cl 0.58589 -7.60804 7.09031 0.010 0.019 -0.001
Cl 1.51022 -7.16191 9.80634 0.008 0.028 0.008
H 2.58541 -6.63151 7.80028 0.015 0.024 -0.005
C 2.14610 2.95650 2.92715 -0.155 0.052 -0.061
Cl 1.69098 4.60228 3.37749 -0.161 -0.002 -0.135
Cl 2.02249 1.85552 4.30592 0.015 -0.016 -0.133
Cl 1.14413 2.39458 1.59343 0.061 0.033 -0.085
H 3.17699 2.96724 2.59888 0.035 0.019 0.037
C -1.93236 -7.98815 -8.58979 -0.076 0.024 0.020
Cl -2.48656 -6.32836 -8.38304 -0.150 -0.321 -0.007
Cl -1.77757 -8.79913 -7.02957 0.020 -0.001 -0.003
Cl -3.01089 -8.88758 -9.65853 0.018 0.000 -0.008
H -0.95422 -7.96029 -9.04973 0.024 -0.004 -0.011
C 5.11554 5.21994 5.99098 0.060 -0.061 -0.069
Cl 4.09561 3.88671 5.45236 0.332 0.049 0.318
Cl 6.34986 4.65903 7.12075 -0.016 0.013 0.002
Cl 5.85354 6.03999 4.61240 -0.016 0.012 0.006
H 4.48923 5.93379 6.50757 -0.014 0.020 0.013
```
Positions in Å, forces in eV/Å.

Computed properties:
LUMO energy	0.00482	hartree
highest occupied orbital energy	-9.63	eV
Kohn-Sham gap	9.765	eV
largest force on an atom	1.1	eV/Å
total charge	0



Among the records above, which one has the lowest highest occupied orbital energy? C22H31Cl40FO2



Look up the largest force on an atom of the first one. 0.4 eV/Å



What is the LUMO energy in the first record? 0.05392 hartree



What is the Kohn-Sham gap in the first record? 6.488 eV